Record 1
Here is a single C3H9N5 molecule at a distorted geometry from OMol25. Energies are from the ωB97M-V functional and the def2-TZVPD basis.

The geometry in ORCA input format:
```
! RIJCOSX wB97M-V def2-TZVPD def2/J DEFGRID3
* xyz 0 1
N 0.0185 1.1343 -1.2749
N -1.9771 -0.3114 1.2421
N -1.4928 0.6611 0.3966
N 1.1197 -1.1462 0.8629
N 0.3612 -2.0154 0.0703
C 0.7987 0.0949 0.7958
C 1.3554 1.2609 -1.7685
C -0.2026 0.6433 -0.1132
H 1.4144 1.0106 -2.8329
H -1.6705 -0.0471 2.1678
H -2.2060 0.8568 -0.2884
H 0.8859 -2.8731 -0.0710
H 2.0996 0.6620 -1.2128
H -1.6084 -1.2243 0.9731
H 0.1595 -1.7181 -0.8948
H 1.6601 2.3055 -1.8574
H 1.3500 0.7763 1.4533
*
```

Summary:
HOMO energy ... -8.94 eV

Atom charges from the Löwdin analysis, given in e for atoms 1 to 2:
1. N 0.026
2. N 0.006

---

Record 2
Here is a molecular structure, C21H29CrFO21 at a distorted geometry from OMol25. Energies are from the ωB97M-V functional and the def2-TZVPD basis.

The geometry in ORCA input format:
```
! RIJCOSX wB97M-V def2-TZVPD def2/J DEFGRID3
* xyz 0 5
Cr -0.2390 -1.2251 -0.3509
F 1.2779 -7.2763 0.6207
O 0.5181 -2.6120 -1.9234
O -0.9167 -5.3571 0.1147
O 4.3044 -2.3436 0.7296
O 1.4116 0.6538 3.0008
O -3.0646 -0.7478 2.2908
O 2.1880 2.3324 -1.2721
O -3.2077 2.0914 -0.1197
O -1.4408 -1.8442 -2.3654
O 2.1768 -1.7973 0.3980
O -0.3702 -2.9884 -3.9965
O 0.6083 -5.4130 1.7051
O -2.3485 -1.6552 0.3750
O -1.4444 0.8559 -0.7379
O 1.8413 1.2647 -3.1713
O -1.4372 3.0615 -1.0095
O 1.2776 0.2574 -1.2739
O -0.3724 -0.4647 3.7425
O 3.7760 -0.2205 0.3531
O 0.0114 -3.4453 0.7833
O 0.0964 -0.4177 1.5558
O -4.4945 -1.2074 0.6741
C 2.8072 3.1255 -2.2603
C 0.9827 3.2901 -4.0959
C -0.0726 -4.6223 0.8498
C 0.3096 -0.1192 2.7707
C -1.0157 -6.6529 0.6546
C 1.7317 1.1935 -1.8457
C -2.2705 5.3754 -1.2118
C 2.2294 2.5772 -3.5807
C -0.4445 -2.5170 -2.7255
C 5.2094 -0.2879 0.2770
C 3.3110 -1.4702 0.4619
C -3.4198 3.4585 0.1538
C -4.3231 -0.3815 2.8674
C -5.2654 -0.5098 1.6454
C 0.3069 -6.7587 1.4473
C -3.2265 -1.2649 1.0795
C 5.5174 -1.6457 0.9434
C 5.8252 0.9354 0.8762
C -4.1776 1.0031 3.4201
C -1.9962 1.8952 -0.6524
C -2.1187 4.1358 -0.3702
H -1.1893 -2.6293 -4.3729
H -3.0273 5.2615 -1.9892
H 6.9118 0.8858 0.8002
H -4.6225 -1.0866 3.6429
H -2.5377 6.1919 -0.5416
H 0.2789 3.4112 -3.2690
H 2.4853 4.1625 -2.1720
H -3.6602 1.6416 2.7004
H -5.5405 0.4749 1.2699
H 0.2870 -7.3418 2.3665
H -1.3195 5.6167 -1.6853
H 1.8868 0.7233 2.1625
H 3.8900 2.9979 -2.2518
H -6.1597 -1.0667 1.9135
H 0.4315 2.7129 -4.8460
H -1.9177 -6.7298 1.2647
H -4.2309 3.9048 -0.4307
H 5.5933 0.9366 1.9468
H -1.0144 -7.4479 -0.0890
H -5.0877 1.4874 3.7705
H -3.4804 0.9617 4.2617
H 6.3413 -2.0865 0.3860
H 5.4217 1.8619 0.4741
H 1.1664 4.1883 -4.6892
H -3.6234 3.6313 1.2070
H 5.7996 -1.5025 1.9877
H -1.5651 4.4001 0.5376
H 2.9434 2.5507 -4.4024
H 5.4877 -0.3729 -0.7800
*
```

Summary:
HOMO energy (spin up / spin down) ... -7.08 / -7.61 eV

Atom charges from the Löwdin analysis, given in e for atoms 1 to 2:
1. Cr 0.950
2. F 0.051

---

Record 3
Here is 2 unconnected molecules or ions with the total composition CH8NO at a distorted geometry from OMol25. Energies are from the ωB97M-V functional and the def2-TZVPD basis.

The geometry in ORCA input format:
```
! RIJCOSX wB97M-V def2-TZVPD def2/J DEFGRID3
* xyz 1 1
O -0.4956 -0.4601 -0.6612
N 1.1211 -0.5954 1.1929
C -1.1284 0.8364 -0.9694
H 0.9448 -0.4908 2.2754
H -1.3263 0.8292 -2.1063
H -0.6719 1.8135 -0.5623
H 2.1111 -0.2544 1.0173
H -2.1026 0.7211 -0.4738
H 1.1166 -1.6611 1.0857
H 0.0612 -0.6409 -1.4433
H 0.3700 -0.0974 0.6450
*
```

Summary:
HOMO energy ... -15.66 eV

Atom charges from the Löwdin analysis, given in e for atoms 1 to 2:
1. O -0.185
2. N 0.229